No. 1
Molecular formula: C34H39N6O8RuS2
Method: DFT, ωB97M-V/def2-TZVPD

Properties
Total energy   -85463.2289 eV
Strongest force on any atom   3.35 eV Å⁻¹
Gap between HOMO and LUMO (spin up / spin down)   5.155 / 5.837 eV
Molecular weight   824.9 g mol⁻¹
2S+1   2
LUMO energy (spin up / spin down)   -0.0907 / -0.0658 Ha
Charge   0
Highest occupied orbital energy (spin up / spin down)   -7.62 / -7.63 eV

XYZ file:
```
90
Properties=species:S:1:pos:R:3:forces:R:3
Ru -0.631 -0.057 -0.384 0.8 1.4 0.9
O 4.692 -4.293 2.013 1.2 -0.5 0.7
C 3.645 -4.329 1.408 -0.8 2.8 -0.4
O 2.906 -5.180 0.937 -0.8 -1.7 -0.5
C 3.003 -2.890 1.122 0.6 -1.8 0.5
C 3.258 -2.210 -0.059 -0.2 1.1 -0.1
C 2.547 -1.049 -0.317 0.7 -0.6 -0.5
N 1.594 -0.595 0.497 -1.9 0.3 -0.7
C 1.412 -1.223 1.658 -0.6 -0.2 1.4
C 2.096 -2.372 2.027 -0.1 1.0 -0.3
C 0.332 -0.611 2.590 2.3 -1.0 -0.7
O 0.631 -0.428 3.762 -0.4 0.0 0.3
O -0.731 -0.358 1.994 -2.0 0.8 -2.1
H 4.008 -2.552 -0.757 0.1 0.0 0.0
H 2.755 -0.447 -1.194 -0.1 0.0 -0.2
H 1.911 -2.827 2.989 0.0 0.0 0.1
O -2.474 1.058 -1.137 1.1 -2.1 2.4
C -2.742 1.776 -2.147 0.0 0.7 -2.0
C -3.760 2.772 -2.050 0.4 -0.4 0.3
C -4.153 3.512 -3.132 0.1 -0.1 -0.2
C -3.555 3.321 -4.378 0.1 0.0 -0.2
C -2.561 2.374 -4.516 -0.1 0.2 0.1
C -2.137 1.595 -3.438 -0.6 0.2 0.8
C -1.100 0.608 -3.636 -0.3 0.1 -0.1
N -0.200 0.173 -2.761 -0.7 0.1 1.6
C 0.637 -0.657 -3.446 0.5 -0.4 -0.6
C 0.241 -0.750 -4.744 0.5 -0.2 0.4
N -0.856 0.051 -4.852 -0.1 0.2 0.4
H -4.213 2.911 -1.080 0.0 0.0 0.1
H -4.935 4.251 -3.021 0.0 0.1 0.0
H -3.851 3.919 -5.226 0.0 0.0 -0.1
H -2.074 2.262 -5.477 0.0 0.0 -0.1
H 1.492 -1.107 -2.984 0.1 -0.2 0.1
H 0.635 -1.303 -5.572 0.1 -0.1 -0.1
H -1.416 0.169 -5.679 -0.1 0.1 0.1
C -5.773 -1.960 -0.995 -0.1 0.2 -0.4
N -4.607 -2.018 -0.144 0.2 -0.1 0.3
C -4.741 -2.554 1.192 0.1 -0.1 0.2
C -3.438 -1.537 -0.553 -0.9 0.0 -0.9
O -2.426 -1.563 0.137 0.9 0.7 0.5
H -6.567 -2.560 -0.554 0.1 0.0 -0.1
H -5.539 -2.351 -1.988 -0.1 0.0 0.1
H -6.120 -0.928 -1.095 -0.1 -0.1 0.0
H -5.616 -2.128 1.681 0.0 0.0 0.0
H -3.848 -2.289 1.754 -0.1 0.0 0.1
H -4.839 -3.643 1.162 0.0 0.0 0.0
H -3.450 -1.148 -1.582 0.1 0.0 0.3
C 2.123 5.177 -1.262 -0.2 -0.2 -0.1
C 1.132 4.035 -1.463 0.2 0.0 0.1
C 1.720 2.678 -1.058 -0.7 0.0 -0.6
N 1.937 2.577 0.363 -0.2 0.0 0.9
C 0.966 2.394 1.245 1.4 0.4 -0.2
S -0.670 2.332 0.827 -0.7 -1.5 -1.1
N 1.301 2.352 2.576 -0.4 -0.1 -0.3
C 2.542 2.629 3.112 0.5 0.1 0.0
O 3.497 2.919 2.404 -0.1 0.0 0.1
C 2.633 2.618 4.583 0.1 0.0 0.5
C 3.675 3.352 5.151 -0.1 0.0 -0.2
C 3.843 3.383 6.520 0.0 0.0 0.0
C 2.973 2.677 7.337 0.0 0.0 0.0
C 1.941 1.941 6.778 0.0 0.0 0.1
C 1.764 1.902 5.406 0.1 0.1 -0.1
H 1.653 6.127 -1.504 0.0 0.1 0.0
H 2.993 5.051 -1.903 0.1 0.0 0.0
H 2.459 5.222 -0.229 0.1 0.1 0.1
H 0.831 3.979 -2.510 -0.1 0.0 0.0
H 0.236 4.214 -0.868 0.0 0.0 -0.2
H 2.683 2.526 -1.549 -0.1 -0.1 0.0
H 1.018 1.875 -1.357 0.5 0.3 0.0
H 2.870 2.720 0.766 -0.2 -0.2 0.0
H 0.552 2.084 3.204 0.1 0.0 -0.1
H 4.341 3.889 4.493 0.1 0.0 0.0
H 4.654 3.952 6.949 0.1 0.0 0.0
H 3.111 2.689 8.408 0.0 0.0 0.1
H 1.270 1.385 7.415 0.0 -0.1 0.0
H 1.002 1.259 4.995 -0.1 -0.1 0.0
O -1.593 -2.723 -2.260 -0.9 0.1 -0.8
S -0.472 -2.680 -1.312 0.3 -0.8 0.3
C 0.813 -3.733 -2.148 0.3 0.5 0.2
C 0.808 -5.112 -1.502 0.0 -0.2 0.1
C -0.526 -5.276 -0.782 0.1 -0.1 -0.2
C -0.755 -3.974 -0.047 0.1 0.3 0.0
H 1.776 -3.239 -2.062 0.1 0.0 0.0
H 0.496 -3.740 -3.189 -0.2 0.2 0.0
H 1.621 -5.204 -0.781 0.0 0.1 0.0
H 0.943 -5.885 -2.257 0.0 0.0 -0.1
H -0.506 -6.123 -0.097 0.0 0.0 0.0
H -1.331 -5.425 -1.506 -0.1 -0.1 0.1
H -0.013 -3.800 0.730 0.1 0.0 0.1
H -1.754 -3.859 0.358 0.0 0.2 0.0
```
Forces are in eV/Å.

***

No. 2
Molecular formula: C2H5N2O
Method: DFT, ωB97M-V/def2-TZVPD

Properties
Total energy   -7167.6039 eV
Strongest force on any atom   4.78 eV Å⁻¹
Gap between HOMO and LUMO (spin up / spin down)   10.593 / 7.133 eV
Molecular weight   73.1 g mol⁻¹
2S+1   3
LUMO energy (spin up / spin down)   -0.1680 / -0.3232 Ha
Charge   +1
Highest occupied orbital energy (spin up / spin down)   -15.16 / -15.93 eV

XYZ file:
```
10
Properties=species:S:1:pos:R:3:forces:R:3
C 0.796 -0.229 -0.122 2.9 0.6 -2.3
C -0.020 -1.218 0.546 0.0 -1.2 1.5
N 1.787 0.040 -0.770 -2.3 -2.9 3.1
N 0.082 1.495 -0.894 0.5 1.8 0.2
O 2.804 0.350 -1.248 1.6 1.0 -1.2
H -1.034 -0.786 0.440 0.2 -0.7 0.8
H 0.028 -2.251 0.060 0.0 1.6 0.2
H 0.392 -1.382 1.648 -1.3 0.7 -2.1
H 0.331 1.745 -1.834 -0.9 -1.1 -2.0
H 0.551 2.350 -0.579 -0.7 0.2 1.9
```
Forces are in eV/Å.

***

No. 3
Molecular formula: C27H39Br2F3O14S
Method: DFT, ωB97M-V/def2-TZVPD

Properties
Total energy   -216361.5749 eV
Strongest force on any atom   5.34 eV Å⁻¹
Gap between HOMO and LUMO   8.508 eV
Molecular weight   836.5 g mol⁻¹
LUMO energy   0.0044 Ha
Charge   0
Highest occupied orbital energy   -8.39 eV

XYZ file:
```
86
Properties=species:S:1:pos:R:3:forces:R:3
O 2.412 -2.097 2.252 -0.2 3.0 -1.9
S 2.371 -0.750 1.577 1.5 -2.7 2.4
O 3.005 -1.049 0.047 -2.3 0.5 0.5
C 2.556 -0.104 -0.962 1.0 0.3 -1.6
C 1.954 -0.913 -2.201 0.2 0.5 0.8
C 0.587 -1.642 -1.908 0.6 -0.9 0.4
F 0.724 -2.607 -0.878 -0.3 1.6 -1.6
Br -0.792 -0.271 -1.408 0.7 -0.8 0.2
C -0.022 -2.436 -3.168 -1.9 0.7 -0.3
F -0.774 -3.550 -2.804 1.5 1.8 -0.4
F -0.943 -1.560 -3.797 1.6 -1.6 0.5
Br 1.284 -2.917 -4.559 -0.7 -0.1 0.7
O 0.743 -0.315 1.489 0.7 -0.5 -0.1
C 0.069 -0.445 2.754 -4.0 -0.3 -0.7
C -1.542 -0.390 2.258 1.3 -3.5 0.5
C -2.590 -1.197 3.295 -0.7 1.7 -1.3
O -2.112 -1.674 1.824 1.1 5.2 0.2
H 1.889 0.723 -0.584 0.4 -1.1 -0.2
H 3.505 0.397 -1.366 -1.6 -0.8 0.7
H 1.791 -0.165 -3.024 0.0 -0.9 0.8
H 2.784 -1.626 -2.520 -1.4 0.6 0.4
H 0.208 0.422 3.454 0.3 -1.0 -0.8
H 0.139 -1.460 3.230 0.4 1.1 -0.5
H -1.926 0.605 1.766 0.5 -2.2 0.9
H -3.493 -1.820 3.053 0.9 -0.4 1.8
H -3.229 -0.214 3.275 -0.1 -0.9 -1.1
O 4.341 1.338 -2.919 -0.5 0.2 -0.6
C 3.867 1.579 -3.999 0.7 -0.3 0.4
O 2.554 1.411 -4.306 0.3 0.2 0.3
C 2.349 1.684 -5.700 -0.4 0.0 -0.5
C 3.513 2.560 -6.107 0.2 0.3 -0.4
C 4.626 2.059 -5.207 -0.2 0.4 -0.3
H 2.332 0.735 -6.243 0.0 0.0 0.1
H 1.391 2.186 -5.838 0.0 -0.2 0.2
H 3.745 2.499 -7.171 -0.1 0.0 0.1
H 3.292 3.604 -5.871 0.0 -0.1 0.0
H 5.160 1.215 -5.650 0.1 0.0 0.1
H 5.320 2.855 -4.943 0.2 -0.3 0.1
O -4.039 1.272 0.124 -0.6 0.0 0.1
C -4.876 0.408 0.100 0.7 0.3 0.2
O -6.200 0.630 0.317 0.3 0.2 -0.1
C -6.898 -0.624 0.326 -0.4 -0.2 0.0
C -6.010 -1.579 -0.442 0.0 -0.5 -0.3
C -4.623 -1.057 -0.124 -0.4 -0.3 -0.4
H -7.042 -0.935 1.365 0.0 0.0 0.0
H -7.874 -0.503 -0.145 0.1 0.2 0.1
H -6.161 -2.623 -0.168 -0.1 0.1 0.0
H -6.202 -1.481 -1.515 0.0 0.0 0.1
H -4.226 -1.491 0.794 0.2 0.1 -0.1
H -3.934 -1.213 -0.952 0.3 0.1 0.3
O -2.544 -3.735 -8.921 0.3 -0.3 0.4
C -2.685 -3.820 -7.732 -0.2 0.0 -0.8
O -2.024 -4.716 -6.954 0.0 0.2 -0.3
C -2.503 -4.623 -5.604 0.0 -0.2 0.4
C -3.109 -3.243 -5.492 -0.2 0.3 0.3
C -3.634 -3.003 -6.895 0.1 0.2 0.5
H -3.241 -5.415 -5.441 0.0 0.0 0.0
H -1.675 -4.765 -4.911 0.0 -0.1 -0.2
H -3.874 -3.170 -4.718 0.1 -0.1 0.0
H -2.331 -2.514 -5.264 -0.1 -0.1 0.0
H -4.647 -3.392 -7.024 0.0 0.1 -0.1
H -3.589 -1.950 -7.167 -0.2 -0.2 -0.3
O 2.486 0.461 4.201 0.1 0.6 -0.4
C 3.372 1.272 4.101 0.0 -0.6 0.4
O 3.654 1.945 2.954 -0.4 -0.1 0.1
C 4.827 2.746 3.147 0.3 0.3 -0.2
C 4.928 2.945 4.643 0.3 0.3 0.3
C 4.341 1.656 5.183 0.3 0.2 0.2
H 5.688 2.208 2.740 -0.1 0.0 0.0
H 4.717 3.691 2.614 -0.1 -0.2 -0.1
H 5.945 3.142 4.984 0.0 0.0 -0.1
H 4.302 3.789 4.948 0.0 -0.1 0.0
H 5.098 0.873 5.278 -0.1 -0.1 -0.1
H 3.824 1.814 6.135 0.4 -0.5 -0.5
O 2.526 2.836 6.880 -0.8 0.1 0.7
C 1.373 2.577 7.112 0.4 0.0 -0.4
O 0.945 1.359 7.523 0.4 0.4 0.0
C -0.487 1.356 7.600 -0.4 -0.3 0.1
C -0.880 2.810 7.740 -0.4 0.3 0.1
C 0.206 3.515 6.951 -0.3 0.1 0.4
H -0.884 0.903 6.688 0.1 0.0 0.0
H -0.806 0.762 8.457 0.2 -0.1 -0.1
H -1.889 3.020 7.384 0.1 -0.1 0.0
H -0.824 3.111 8.790 0.0 0.0 -0.1
H -0.044 3.591 5.890 0.1 0.1 0.0
H 0.433 4.497 7.364 0.2 0.0 -0.3
```
Forces are in eV/Å.

***

No. 4
Molecular formula: C27H14AlF5N3O7
Method: DFT, ωB97M-V/def2-TZVPD

Properties
Total energy   -67219.0199 eV
Strongest force on any atom   0.39 eV Å⁻¹
Gap between HOMO and LUMO   7.013 eV
Molecular weight   614.4 g mol⁻¹
LUMO energy   0.0664 Ha
Charge   -1
Highest occupied orbital energy   -5.21 eV

XYZ file:
```
57
Properties=species:S:1:pos:R:3:forces:R:3
Al 0.417 -0.268 -0.080 -0.4 0.1 -0.1
O 1.065 -1.923 0.239 0.3 -0.3 0.1
C 0.666 -2.859 1.057 -0.1 0.1 -0.1
C 1.517 -3.947 1.329 0.0 -0.1 0.0
C 1.128 -4.975 2.162 0.0 0.0 0.0
C -0.129 -4.967 2.773 0.0 0.0 0.0
C -0.972 -3.904 2.530 0.0 0.0 0.0
C -0.609 -2.849 1.688 0.0 0.1 0.0
C -1.548 -1.753 1.526 0.0 -0.2 0.1
N -1.317 -0.741 0.791 0.1 0.3 -0.1
N -2.253 0.288 0.774 0.1 -0.2 -0.1
C -1.749 1.277 0.084 0.1 0.0 0.0
O -0.580 1.276 -0.468 -0.2 0.1 0.1
C -2.573 2.508 -0.046 0.0 0.0 -0.1
C -3.934 2.496 0.242 -0.1 0.0 0.0
C -4.682 3.656 0.118 0.0 0.0 0.0
C -4.075 4.839 -0.288 0.0 0.0 0.0
C -2.716 4.853 -0.575 0.0 0.0 0.0
C -1.968 3.690 -0.459 0.0 0.0 0.0
H 2.490 -3.945 0.855 0.0 0.0 0.0
H 1.810 -5.796 2.347 0.0 0.0 0.0
H -0.431 -5.773 3.428 0.0 0.0 0.0
H -1.947 -3.871 3.006 0.0 0.0 0.0
H -2.483 -1.783 2.086 0.0 0.0 0.0
H -4.388 1.568 0.566 0.0 0.0 0.0
H -5.742 3.642 0.339 0.0 0.0 0.0
H -4.659 5.746 -0.381 0.0 0.0 0.0
H -2.239 5.772 -0.890 0.0 0.0 0.0
H -0.911 3.676 -0.686 0.0 0.0 0.0
O 1.954 0.353 -1.071 0.2 0.1 0.1
C 2.284 0.215 -2.252 -0.1 -0.1 0.0
C 1.524 -0.439 -3.265 -0.1 0.0 0.1
C 2.044 -0.503 -4.558 0.1 0.1 -0.1
C 1.333 -1.113 -5.552 -0.1 0.0 0.0
C 0.066 -1.686 -5.286 0.1 0.0 -0.1
C -0.463 -1.638 -4.037 0.0 0.0 0.0
C 0.240 -1.011 -2.952 0.1 0.1 0.0
O -0.259 -0.973 -1.799 -0.1 0.0 0.1
N 1.883 -1.173 -6.892 0.0 0.0 0.0
O 2.980 -0.676 -7.093 0.0 0.0 0.0
O 1.224 -1.724 -7.758 0.0 0.0 0.0
H 3.251 0.635 -2.556 0.0 0.0 0.0
H 3.011 -0.070 -4.786 0.0 0.0 0.0
H -0.465 -2.160 -6.100 0.0 0.0 0.0
H -1.429 -2.072 -3.814 0.0 0.0 0.0
F 2.863 2.560 6.178 0.0 0.0 0.0
C 2.424 2.043 5.014 0.0 0.0 0.1
C 3.109 2.276 3.836 0.1 0.0 0.0
F 4.225 3.025 3.857 0.0 0.0 0.0
C 2.657 1.745 2.646 0.0 0.0 -0.1
F 3.356 1.997 1.527 0.0 0.0 0.0
C 1.497 0.954 2.559 0.0 0.0 -0.1
O 1.080 0.461 1.450 0.1 0.0 0.0
C 0.832 0.743 3.777 -0.1 -0.1 0.1
F -0.285 -0.004 3.785 0.1 0.0 0.0
C 1.280 1.271 4.972 -0.1 0.0 0.1
F 0.600 1.031 6.105 0.0 0.0 0.0
```
Forces are in eV/Å.

***

No. 5
Molecular formula: C5H6O2
Method: DFT, ωB97M-V/def2-TZVPD

Properties
Total energy   -9374.6786 eV
Strongest force on any atom   0.52 eV Å⁻¹
Gap between HOMO and LUMO   8.897 eV
Molecular weight   98.1 g mol⁻¹
LUMO energy   0.0225 Ha
Charge   0
Highest occupied orbital energy   -8.29 eV
SMILES string   C#C/C(O)=C(\C)O

XYZ file:
```
13
Properties=species:S:1:pos:R:3:forces:R:3
C -0.540 -1.366 -0.646 0.0 0.0 0.0
C 0.482 -0.291 -0.473 -0.2 0.2 0.2
O 1.644 -0.383 -1.232 0.1 -0.2 0.1
C 0.368 0.831 0.256 -0.2 -0.3 -0.1
O 1.354 1.772 0.270 0.2 0.0 -0.1
C -0.770 1.134 1.071 -0.4 0.1 0.3
C -1.715 1.379 1.778 0.4 -0.1 -0.3
H -0.110 -2.361 -0.473 0.0 0.2 0.0
H -0.932 -1.354 -1.671 0.1 0.0 0.1
H -1.372 -1.225 0.048 0.1 0.0 -0.1
H 2.120 -1.184 -0.972 -0.1 0.1 -0.2
H 2.018 1.445 -0.362 0.0 0.1 0.1
H -2.547 1.605 2.407 0.1 0.0 -0.1
```
Forces are in eV/Å.